No. 1
Computed, not measured: C5H6O2 in the gas phase, with wB97M-V/def2-TZVPD.

Computed properties:
* SMILES: O=C1CO[C@H]2C[C@@H]12
* electronic energy: -9375.48484 eV
* LUMO level: 0.845 eV
* gap between HOMO and LUMO: 10.55 eV
* total charge: 0

```
13
Properties=species:S:1:pos:R:3:forces:R:3:lowdin_charge:R:1
O 1.122037 1.754641 1.173885 -0.19 -0.20 -0.43 0.108
O 0.713086 -1.083590 -0.873964 -0.06 -0.19 0.18 -0.067
C -1.303550 -0.466325 0.624279 -0.06 -0.15 0.08 -0.020
C -0.608341 -0.649105 -0.704015 -0.28 0.00 -0.15 -0.264
C 0.721432 0.910993 0.411760 0.17 0.24 0.17 -0.340
C -0.684610 0.712151 -0.104920 0.04 0.23 -0.06 -0.130
C 1.582970 -0.206126 -0.189033 0.13 0.08 0.21 -0.094
H 2.310261 0.243167 -0.881924 -0.18 -0.11 0.08 0.142
H -2.378803 -0.605669 0.552557 0.12 0.24 0.01 0.108
H -1.237371 -0.967957 -1.527168 0.09 0.11 0.07 0.152
H -0.925265 -0.668828 1.623742 0.25 -0.35 -0.35 0.119
H 2.138780 -0.754416 0.578023 -0.07 0.19 0.05 0.138
H -1.240028 1.560350 -0.489567 0.04 -0.10 0.15 0.148
```
Forces are in eV/Å.

***

No. 2
Computed, not measured: C5H6O2 in the gas phase, with wB97M-V/def2-TZVPD.

Computed properties:
* SMILES: C#C[C@H](C=O)CO
* electronic energy: -9374.57310 eV
* LUMO level: 0.729 eV
* gap between HOMO and LUMO: 10.74 eV
* total charge: 0

```
13
Properties=species:S:1:pos:R:3:forces:R:3:lowdin_charge:R:1
O -2.249985 -0.036157 0.234426 -0.05 0.13 0.12 -0.056
O -0.397933 1.819159 1.052125 0.22 -0.15 -0.50 0.068
C 1.373002 -0.486664 -0.208337 0.47 -0.20 0.15 -0.112
C 0.077781 0.096754 -0.577841 -0.02 -0.04 0.03 -0.264
C -1.086504 -0.772013 -0.024239 0.18 -0.26 -0.05 -0.224
C 0.083522 1.514568 -0.013154 -0.10 0.16 0.42 -0.196
C 2.401168 -0.950796 0.212908 -0.41 0.18 -0.19 0.140
H 0.008479 0.179214 -1.670553 0.00 0.01 0.15 0.148
H 0.594247 2.269424 -0.642525 -0.01 -0.07 0.10 0.135
H -1.347395 -1.513850 -0.783683 0.09 0.04 0.11 0.127
H -2.029529 0.561900 0.964450 -0.17 -0.01 -0.16 0.075
H 3.307893 -1.368257 0.593102 -0.14 0.07 -0.12 0.033
H -0.734750 -1.313286 0.863321 -0.06 0.13 -0.07 0.125
```
Forces are in eV/Å.

***

No. 3
Computed, not measured: C5H6O2 in the gas phase at a distorted geometry, with wB97M-V/def2-TZVPD.

Computed properties:
* electronic energy: -9371.55708 eV
* LUMO level: -0.077 eV
* gap between HOMO and LUMO: 8.53 eV
* total charge: 0

```
13
Properties=species:S:1:pos:R:3:forces:R:3:lowdin_charge:R:1
O 1.532944 1.232697 -0.552849 -0.49 -0.22 0.13 -0.019
O 0.501519 -0.893661 -1.303069 3.39 1.49 -0.88 0.049
C -0.286937 -0.390893 -0.477722 1.15 -2.45 -2.72 -0.091
C -1.047080 -1.621264 -0.902864 -3.14 1.02 2.62 -0.147
C 0.429774 1.051714 1.554922 -0.10 -0.11 0.05 -0.041
C -1.644921 -2.617158 -1.274917 0.04 0.73 0.53 0.085
C 0.283008 1.012909 0.042249 -0.75 -0.19 0.38 -0.364
H 1.680649 0.582196 -1.264980 -0.24 -0.04 0.17 0.092
H -0.546626 0.925441 2.028258 0.09 0.02 0.05 0.086
H 1.102304 0.256823 1.889728 -0.10 0.09 -0.05 0.092
H 0.858028 2.012357 1.859224 -0.12 -0.18 -0.13 0.088
H -2.436537 -3.337349 -1.310590 0.32 0.06 -0.17 0.023
H -0.426125 1.786189 -0.287393 -0.04 -0.21 0.00 0.148
```
Forces are in eV/Å.

***

No. 4
Computed, not measured: C5H6O2 in the gas phase, with wB97M-V/def2-TZVPD.

Computed properties:
* SMILES: O=C1CO[C@H]2C[C@@H]12
* electronic energy: -9375.27249 eV
* LUMO level: 0.789 eV
* gap between HOMO and LUMO: 10.35 eV
* total charge: 0

```
13
Properties=species:S:1:pos:R:3:forces:R:3:lowdin_charge:R:1
O -1.241149 0.008976 -0.850181 0.01 0.03 0.07 -0.066
O -0.086215 -0.316194 2.439371 0.10 0.18 -0.61 0.110
C -0.180386 -0.278814 1.237255 0.14 -0.28 0.28 -0.349
C 0.881337 1.210742 -0.508722 0.05 0.29 -0.04 -0.030
C -1.359385 -0.670021 0.380777 -0.09 -0.39 0.22 -0.111
C 0.143960 0.068993 -1.107440 0.23 -0.06 -0.06 -0.262
C 0.905218 -0.123070 0.189981 0.10 0.01 0.12 -0.125
H -2.375144 -0.642611 0.769085 0.18 0.20 0.07 0.142
H 0.291276 1.985544 -0.030670 0.13 0.08 -0.20 0.125
H 1.809452 -0.712708 0.319682 -0.11 0.26 -0.11 0.151
H -0.999447 -1.703642 0.241646 -0.80 -0.41 -0.18 0.150
H 1.798882 1.512624 -1.000974 -0.11 0.12 0.11 0.112
H 0.411600 -0.339820 -2.079809 0.17 -0.02 0.32 0.155
```
Forces are in eV/Å.

***

No. 5
Computed, not measured: C5H6O2 in the gas phase, with wB97M-V/def2-TZVPD.

Computed properties:
* electronic energy: -9373.35672 eV
* LUMO level: -0.750 eV
* gap between HOMO and LUMO: 10.05 eV
* total charge: 0

```
13
Properties=species:S:1:pos:R:3:forces:R:3:lowdin_charge:R:1
O 0.262372 -0.959896 0.025523 0.18 -0.05 0.00 0.020
O 2.372179 -1.634876 -0.076459 -0.32 0.39 0.02 0.129
C -0.640209 0.105592 0.273051 -0.07 0.12 0.12 -0.260
C 2.018101 0.705922 -0.023442 -0.30 0.40 -0.01 -0.143
C 1.586442 -0.729746 -0.020700 0.23 -0.29 -0.02 -0.499
C -2.014235 -0.310798 -0.200563 -0.05 0.01 -0.05 -0.050
C 1.338889 1.825154 -0.037712 0.29 -0.56 0.02 0.219
H -2.716259 0.516617 -0.063831 0.08 -0.13 0.00 0.086
H -0.324056 1.011090 -0.288409 0.00 -0.02 0.01 0.064
H -0.630391 0.351191 1.340523 0.00 -0.03 -0.13 0.139
H -2.366394 -1.174822 0.369656 0.04 0.12 -0.09 0.086
H 3.098375 0.870504 -0.037160 -0.06 0.01 -0.01 0.123
H -1.984814 -0.575927 -1.260477 -0.02 0.03 0.13 0.087
```
Forces are in eV/Å.

***

No. 6
Computed, not measured: C5H6O2 in the gas phase at a distorted geometry, with wB97M-V/def2-TZVPD.

Computed properties:
* SMILES: CC(=O)CC#CO
* electronic energy: -9374.37041 eV
* LUMO level: 0.420 eV
* gap between HOMO and LUMO: 9.79 eV
* total charge: 0

```
13
Properties=species:S:1:pos:R:3:forces:R:3:lowdin_charge:R:1
O -0.849223 1.818366 -1.702439 1.66 -1.95 2.00 0.048
O -0.592759 -2.569479 2.012918 -0.28 0.77 -0.29 0.065
C -0.390301 -1.806255 0.946106 0.15 -0.89 0.63 -0.138
C -0.188209 1.148167 -0.883551 -1.06 1.89 -1.92 -0.376
C 0.357397 1.759415 0.393206 -1.75 0.86 -0.96 -0.009
C -0.137056 -1.198559 -0.048592 0.46 -0.07 1.14 -0.060
C 0.113368 -0.352549 -1.176511 0.27 0.86 -0.48 -0.133
H -0.682629 -0.635750 -1.827500 -0.13 0.04 -1.41 0.105
H -0.157617 -3.409453 1.869700 0.18 -0.39 -0.02 0.114
H 0.019723 2.798398 0.549255 -0.05 -0.48 -0.44 0.095
H -0.031553 1.177049 1.194604 0.26 -0.60 0.90 0.065
H 1.405575 1.788598 0.319775 1.52 -0.37 0.30 0.071
H 1.133285 -0.517948 -1.646971 -1.22 0.34 0.54 0.151
```
Forces are in eV/Å.

***

No. 7
Computed, not measured: C5H6O2 in the gas phase, with wB97M-V/def2-TZVPD.

Computed properties:
* SMILES: C#CC(=O)[C@@H](C)O
* electronic energy: -9374.96832 eV
* LUMO level: -0.034 eV
* gap between HOMO and LUMO: 10.52 eV
* total charge: 0

```
13
Properties=species:S:1:pos:R:3:forces:R:3:lowdin_charge:R:1
O 0.611552 -1.657221 -1.309465 -0.02 0.37 0.28 0.112
O -1.769860 -1.256052 -0.297655 0.05 -0.17 -0.04 -0.015
C -1.127135 0.986473 0.252192 -0.02 0.06 0.00 -0.032
C 2.722871 0.641756 0.145142 -0.24 -0.15 -0.06 0.164
C 1.737126 0.007898 -0.126719 0.31 0.20 0.07 -0.025
C -0.744490 -0.489726 0.264157 0.17 0.20 0.08 -0.394
C 0.557934 -0.773358 -0.477760 0.00 -0.29 -0.17 -0.359
H -2.027330 1.126005 0.856694 0.13 -0.03 -0.09 0.086
H -1.336134 -1.901030 -0.882606 -0.11 0.06 0.04 0.089
H -0.555743 -0.798210 1.309306 0.01 0.03 -0.13 0.160
H -1.349842 1.305461 -0.770281 0.06 -0.04 0.12 0.094
H -0.328559 1.611976 0.663204 -0.11 -0.11 -0.05 0.078
H 3.609615 1.196029 0.373787 -0.21 -0.12 -0.04 0.044
```
Forces are in eV/Å.

***

No. 8
Computed, not measured: C5H6O2 in the gas phase, with wB97M-V/def2-TZVPD.

Computed properties:
* SMILES: C#C[C@H](C=O)CO
* electronic energy: -9374.48994 eV
* LUMO level: 0.532 eV
* gap between HOMO and LUMO: 10.58 eV
* total charge: 0

```
13
Properties=species:S:1:pos:R:3:forces:R:3:lowdin_charge:R:1
O 0.299676 -1.338214 1.621078 0.16 0.09 -0.58 0.081
O 1.838432 1.202971 0.569825 0.15 -0.12 0.16 -0.052
C -2.460881 -0.402423 -1.008291 0.47 0.02 0.13 0.136
C 0.603520 -1.281051 0.454692 -0.19 -0.06 0.35 -0.210
C 0.136875 -0.133056 -0.467968 0.03 0.00 -0.03 -0.277
C -1.286588 -0.276488 -0.776047 -0.52 -0.09 -0.09 -0.102
C 0.469190 1.196556 0.234401 -0.28 0.05 -0.09 -0.228
H -0.180829 1.329279 1.110155 0.16 -0.09 -0.11 0.131
H 1.288756 -2.038637 0.022477 -0.21 0.07 -0.08 0.134
H 0.308304 2.038571 -0.444600 -0.04 -0.19 0.06 0.131
H 0.721106 -0.170910 -1.395035 -0.08 -0.09 0.11 0.148
H 1.987384 0.430707 1.131338 0.18 0.36 0.16 0.077
H -3.503669 -0.531397 -1.199629 0.19 0.06 0.01 0.031
```
Forces are in eV/Å.

***

No. 9
Computed, not measured: C5H6O2 in the gas phase, with wB97M-V/def2-TZVPD.

Computed properties:
* SMILES: C=C(C=O)CC=O
* electronic energy: -9375.37189 eV
* LUMO level: -0.357 eV
* gap between HOMO and LUMO: 9.45 eV
* total charge: 0

```
13
Properties=species:S:1:pos:R:3:forces:R:3:lowdin_charge:R:1
O 2.121311 -0.078843 -0.991735 -0.26 -0.31 0.51 0.053
O -1.883125 -1.043116 -0.942170 0.26 0.41 -0.39 0.063
C -0.478187 0.880902 -0.598919 -0.10 0.03 -0.09 -0.103
C 1.579569 -0.418199 0.041367 0.16 0.10 -0.17 -0.223
C 0.311468 0.212798 0.493284 -0.10 0.01 0.21 -0.300
C -0.246416 0.030210 1.693988 0.09 0.03 0.03 0.105
C -0.916453 -0.414424 -1.296129 -0.35 -0.17 -0.02 -0.252
H -1.022892 0.719297 2.011435 -0.30 -0.41 -0.16 0.078
H 2.040011 -1.181220 0.695577 -0.07 0.09 0.08 0.130
H 0.103347 1.547862 -1.237830 -0.02 -0.22 -0.01 0.117
H -0.197283 -0.832595 -2.026233 -0.20 0.15 -0.13 0.130
H -1.373269 1.372264 -0.208703 0.20 -0.04 0.00 0.123
H -0.038078 -0.794936 2.366069 0.68 0.33 0.14 0.078
```
Forces are in eV/Å.

***

No. 10
Computed, not measured: C5H6O2 in the gas phase, with wB97M-V/def2-TZVPD.

Computed properties:
* SMILES: C=C1O[C@H](C)C1=O
* electronic energy: -9375.50134 eV
* LUMO level: 0.133 eV
* gap between HOMO and LUMO: 9.60 eV
* total charge: 0

```
13
Properties=species:S:1:pos:R:3:forces:R:3:lowdin_charge:R:1
O 1.051569 0.722469 -1.853967 -0.18 -0.22 0.59 0.143
O -0.100380 -0.389214 0.998414 0.08 -0.09 0.11 -0.002
C 2.005412 -1.512467 0.556307 -0.14 0.04 0.05 0.111
C -1.914223 0.701406 -0.283249 -0.01 -0.02 -0.03 -0.021
C 0.664742 0.362358 -0.779832 0.12 0.17 -0.44 -0.274
C 1.024630 -0.676359 0.246316 0.33 -0.27 0.13 -0.268
C -0.478298 0.745901 0.174910 -0.20 0.27 -0.07 -0.262
H -2.576221 0.771676 0.585824 0.08 -0.01 -0.15 0.086
H -2.130819 -0.229987 -0.814482 0.06 0.12 0.06 0.092
H -2.119280 1.546186 -0.947388 0.03 -0.11 0.08 0.090
H -0.245836 1.671707 0.714867 -0.04 -0.04 -0.10 0.157
H 1.955059 -2.065416 1.490969 0.04 0.06 -0.19 0.075
H 2.863651 -1.648254 -0.088695 -0.17 0.07 -0.03 0.072
```
Forces are in eV/Å.

***

Question: Which of these has the lowest gap between HOMO and LUMO?
Answer: number 3

***

Question: Which of these has the highest gap between HOMO and LUMO?
Answer: number 2